Entry a
A cluster of 2 separate species, C4H12 in total. Source: OMol25; level of theory: ωB97M-V/def2-TZVPD.

Output
E_LUMO = 0.0394 hartree
Charge = 0
Multiplicity = 1

Last columns: bonded neighbours and bond lengths (Å).
Atoms and positions in Å:
1 C 0.10930 -1.71894 0.89331  C3 1.526, H4 1.071, H8 1.035, H14 1.145
2 H 0.55239 2.09334 -0.81491  C5 1.072
3 C 1.63499 -1.68188 0.91071  C1 1.526, H7 1.126, H15 1.142, H16 1.074
4 H -0.23331 -0.99203 1.60077  C1 1.071
5 C -0.46332 2.29679 -1.08904  H2 1.072, H6 1.050, C12 1.512, H13 1.149
6 H -0.39775 3.13594 -0.46098  C5 1.050
7 H 2.09563 -2.39447 0.17065  C3 1.126
8 H -0.41792 -2.60999 0.87609  C1 1.035
9 H -0.94219 0.57246 0.30895  C12 1.156
10 H -2.42917 1.29252 -0.82904  C12 1.196
11 H -1.20904 0.34378 -1.54793  C12 1.139
12 C -1.26139 1.07920 -0.68020  C5 1.512, H9 1.156, H10 1.196, H11 1.139
13 H -0.89793 2.58224 -2.11315  C5 1.149
14 H -0.44693 -1.15584 0.06539  C1 1.145
15 H 2.07144 -1.93428 1.93535  C3 1.142
16 H 2.13731 -0.78474 0.60013  C3 1.074

Löwdin population analysis, charges in e, atoms 1 to 2:
1 C -0.174
2 H 0.052



Entry b
A cluster of 2 separate species, C4H12 in total. Source: OMol25; level of theory: ωB97M-V/def2-TZVPD.

Output
E_LUMO = 0.0419 hartree
Charge = 0
Multiplicity = 1

Last columns: bonded neighbours and bond lengths (Å).
Atoms and positions in Å:
1 C 0.18857 2.67112 -0.66624  H4 1.057, H8 1.051, C11 1.526, H15 1.087
2 C -0.91604 -2.05359 0.81635  H6 1.117, H7 1.144, C14 1.596, H16 1.064
3 H 0.94967 0.81308 -0.83236  C11 1.006
4 H 0.36346 3.02873 0.31328  C1 1.057
5 H 0.91411 -0.93820 0.99471  C14 1.162
6 H -1.18695 -3.13658 0.78636  C2 1.117
7 H -1.08125 -1.73106 1.90096  C2 1.144
8 H -0.57415 3.32247 -0.98123  C1 1.051
9 H 1.30128 -2.64602 0.71314  C14 1.130
10 H 0.90986 -1.72591 -0.62432  C14 1.026
11 C 0.01202 1.15611 -0.70691  C1 1.526, H3 1.006, H12 1.154, H13 1.078
12 H -0.46043 0.88903 0.31131  C11 1.154
13 H -0.57791 0.72944 -1.50172  C11 1.078
14 C 0.59382 -1.84583 0.34430  C2 1.596, H5 1.162, H9 1.130, H10 1.026
15 H 1.15252 3.01587 -1.03268  C1 1.087
16 H -1.58858 -1.54868 0.16505  C2 1.064

Löwdin population analysis, charges in e, atoms 1 to 2:
1 C -0.164
2 C -0.157



Entry c
A cluster of 2 separate species, C4H12 in total. Source: OMol25; level of theory: ωB97M-V/def2-TZVPD.

Output
E_LUMO = 0.0420 hartree
Charge = 0
Multiplicity = 1

Last columns: bonded neighbours and bond lengths (Å).
Atoms and positions in Å:
1 H 1.67728 0.11612 1.83424  C8 1.095
2 H -0.92489 0.74986 -2.36566  C15 1.087
3 C -0.36224 -1.29435 -2.02188  H4 1.083, H12 1.091, H14 1.081, C15 1.540
4 H 0.37891 -1.90049 -1.51587  C3 1.083
5 H -1.14323 0.88949 1.26559  C13 1.088
6 H -0.33755 1.65298 2.74180  C13 1.092
7 H 0.35225 -1.02605 1.65880  C8 1.091
8 C 0.64374 -0.08818 2.13316  H1 1.095, H7 1.091, C13 1.534, H16 1.086
9 H 0.21998 1.88985 1.13899  C13 1.093
10 H 0.83376 0.50048 -2.37054  C15 1.091
11 H -0.00421 0.55345 -0.86089  C15 1.087
12 H -0.38658 -1.56314 -3.07925  C3 1.091
13 C -0.22139 1.13140 1.78990  H5 1.088, H6 1.092, C8 1.534, H9 1.093
14 H -1.35353 -1.51413 -1.64968  C3 1.081
15 C -0.10448 0.21821 -1.89046  H2 1.087, C3 1.540, H10 1.091, H11 1.087
16 H 0.73218 -0.31552 3.19175  C8 1.086

Löwdin population analysis, charges in e, atoms 1 to 2:
1 H 0.062
2 H 0.063



Entry d
A cluster of 2 separate species, C4H12 in total. Source: OMol25; level of theory: ωB97M-V/def2-TZVPD.

Output
E_LUMO = 0.0423 hartree
Charge = 0
Multiplicity = 1

Last columns: bonded neighbours and bond lengths (Å).
Atoms and positions in Å:
1 C -0.24627 -1.84582 0.15268  C7 1.508, H8 1.089, H11 1.094, H15 1.091
2 H 0.95612 -2.95032 1.53357  C7 1.091
3 H 1.41934 2.35675 -1.40547  C5 1.097
4 H -0.48414 3.10607 0.12508  C13 1.083
5 C 0.62416 1.67124 -1.08702  H3 1.097, H6 1.091, H10 1.089, C13 1.515
6 H 1.10711 1.03514 -0.34332  C5 1.091
7 C 0.27493 -2.09771 1.54525  C1 1.508, H2 1.091, H9 1.089, H14 1.094
8 H 0.49426 -2.01305 -0.62773  C1 1.089
9 H -0.50473 -2.31360 2.27358  C7 1.089
10 H 0.40181 1.01969 -1.93066  C5 1.089
11 H -1.09714 -2.50078 -0.05466  C1 1.094
12 H -1.29501 2.72613 -1.39307  C13 1.095
13 C -0.65532 2.32221 -0.60209  H4 1.083, C5 1.515, H12 1.095, H16 1.094
14 H 0.86116 -1.25618 1.92645  C7 1.094
15 H -0.58036 -0.81641 0.01401  C1 1.091
16 H -1.27591 1.55662 -0.12661  C13 1.094

Löwdin population analysis, charges in e, atoms 1 to 2:
1 C -0.176
2 H 0.062



Stability check: which of them is least stable? entry a.



Entry a
A cluster of 2 separate species, C4H12 in total. Source: OMol25; level of theory: ωB97M-V/def2-TZVPD.

Output
E_LUMO = 0.0429 hartree
Charge = 0
Multiplicity = 1

Last columns: bonded neighbours and bond lengths (Å).
Atoms and positions in Å:
1 H -2.01908 -2.28269 -1.05341  C3 1.086
2 H 1.86130 1.83492 0.26678  C4 1.099
3 C -1.06517 -2.17830 -0.54489  H1 1.086, C6 1.529, H14 1.095, H15 1.088
4 C 1.18507 1.36902 0.99669  H2 1.099, C7 1.532, H8 1.084, H16 1.079
5 H -0.03795 3.17854 0.93639  C7 1.089
6 C -0.02070 -1.34980 -1.29458  C3 1.529, H10 1.079, H11 1.093, H12 1.088
7 C -0.14605 2.10278 0.80863  C4 1.532, H5 1.089, H9 1.094, H13 1.088
8 H 1.62656 1.53130 1.97310  C4 1.084
9 H -0.86177 1.80383 1.58077  C7 1.094
10 H 0.51085 -0.70728 -0.60941  C6 1.079
11 H 0.72825 -2.02187 -1.72117  C6 1.093
12 H -0.35407 -0.71328 -2.11110  C6 1.088
13 H -0.59067 1.84711 -0.15143  C7 1.088
14 H -1.29505 -1.64539 0.38322  C3 1.095
15 H -0.68510 -3.10947 -0.12991  C3 1.088
16 H 1.16359 0.34058 0.67034  C4 1.079

Löwdin population analysis, charges in e, atoms 1 to 2:
1 H 0.060
2 H 0.068



Entry b
A cluster of 2 separate species, C4H12 in total. Source: OMol25; level of theory: ωB97M-V/def2-TZVPD.

Output
E_LUMO = 0.0400 hartree
Charge = 0
Multiplicity = 1

Last columns: bonded neighbours and bond lengths (Å).
Atoms and positions in Å:
1 H 0.06632 3.16513 0.83975  C12 1.088
2 H -0.32783 2.08516 -1.99184  C9 1.093
3 H 1.14163 -3.57280 1.28020  C16 1.089
4 H -0.67130 1.57954 0.38950  C12 1.082
5 H -0.69681 -2.20371 1.83528  C15 1.083
6 H 0.30566 3.66884 -1.64578  C9 1.091
7 H 0.39899 -3.88700 -0.18011  C16 1.072
8 H -1.36120 3.34234 -1.24103  C9 1.089
9 C -0.36620 2.89917 -1.26351  H2 1.093, H6 1.091, H8 1.089, C12 1.543
10 H 1.03566 1.95723 0.01886  C12 1.076
11 H -1.32787 -2.40414 0.25341  C15 1.093
12 C 0.03920 2.34957 0.11971  H1 1.088, H4 1.082, C9 1.543, H10 1.076
13 H 1.59278 -2.63166 -0.16523  C16 1.085
14 H -0.18939 -1.12143 0.56376  C15 1.090
15 C -0.40790 -2.16477 0.79242  H5 1.083, H11 1.093, H14 1.090, C16 1.532
16 C 0.76825 -3.06147 0.39462  H3 1.089, H7 1.072, H13 1.085, C15 1.532

Löwdin population analysis, charges in e, atoms 1 to 2:
1 H 0.060
2 H 0.059



Entry c
A cluster of 2 separate species, C4H12 in total. Source: OMol25; level of theory: ωB97M-V/def2-TZVPD.

Output
E_LUMO = 0.0419 hartree
Charge = 0
Multiplicity = 1

Last columns: bonded neighbours and bond lengths (Å).
Atoms and positions in Å:
1 C -0.87698 -1.91908 -1.53155  H9 1.086, C13 1.529, H14 1.083, H15 1.084
2 H -0.15198 -2.30558 0.47023  C13 1.098
3 H 0.87093 0.53329 0.19991  C10 1.095
4 C 1.07869 2.27974 1.42136  H5 1.087, H8 1.085, C10 1.527, H16 1.089
5 H 2.11194 2.18557 1.74443  C4 1.087
6 H -1.34998 -0.99680 0.35719  C13 1.085
7 H -0.15792 1.92038 -0.32349  C10 1.083
8 H 0.46413 1.87095 2.21729  C4 1.085
9 H -0.82178 -2.92500 -1.93808  C1 1.086
10 C 0.80358 1.61907 0.07228  H3 1.095, C4 1.527, H7 1.083, H11 1.087
11 H 1.60699 1.81639 -0.63295  C10 1.087
12 H -1.83911 -2.69925 0.30321  C13 1.095
13 C -1.07991 -1.97882 -0.01715  C1 1.529, H2 1.098, H6 1.085, H12 1.095
14 H 0.07495 -1.44118 -1.72884  C1 1.083
15 H -1.65121 -1.31526 -1.98990  C1 1.084
16 H 0.91767 3.35561 1.37608  C4 1.089

Löwdin population analysis, charges in e, atoms 1 to 2:
1 C -0.168
2 H 0.063



Entry d
A cluster of 2 separate species, C4H12 in total. Source: OMol25; level of theory: ωB97M-V/def2-TZVPD.

Output
E_LUMO = 0.0409 hartree
Charge = 0
Multiplicity = 1

Last columns: bonded neighbours and bond lengths (Å).
Atoms and positions in Å:
1 H -1.30529 -0.06802 0.27159  C3 1.096
2 H -2.35816 0.54718 -0.97990  C3 1.095
3 C -1.81478 0.83778 -0.07498  H1 1.096, H2 1.095, C4 1.528, H11 1.093
4 C -2.73816 1.42249 0.99356  C3 1.528, H6 1.082, H12 1.093, H16 1.097
5 C 2.84674 -0.62750 -0.50225  H7 1.086, C8 1.528, H9 1.089, H14 1.086
6 H -2.12131 1.85121 1.77292  C4 1.082
7 H 3.79436 -1.11394 -0.28930  C5 1.086
8 C 1.71137 -1.64770 -0.42833  C5 1.528, H10 1.094, H13 1.096, H15 1.095
9 H 2.67706 0.15034 0.24129  C5 1.089
10 H 1.79813 -2.37060 0.38782  C8 1.094
11 H -1.13024 1.61599 -0.42047  C3 1.093
12 H -3.48500 2.07215 0.53025  C4 1.093
13 H 1.60426 -2.20400 -1.36694  C8 1.096
14 H 2.85293 -0.15475 -1.48008  C5 1.086
15 H 0.73739 -1.15941 -0.31573  C8 1.095
16 H -3.31380 0.60297 1.44086  C4 1.097

Löwdin population analysis, charges in e, atoms 1 to 2:
1 H 0.049
2 H 0.061



Stability check: which of them is least stable? entry a.



Entry a
A cluster of 2 separate species, C4H12 in total. Source: OMol25; level of theory: ωB97M-V/def2-TZVPD.

Output
E_LUMO = 0.0415 hartree
Charge = 0
Multiplicity = 1

Last columns: bonded neighbours and bond lengths (Å).
Atoms and positions in Å:
1 C -1.09905 -1.64786 1.20103  H4 1.099, H9 1.085, H10 1.085, C15 1.524
2 H 2.77959 0.39772 -1.35499  C14 1.093
3 H 1.33797 -0.54158 -1.04409  C14 1.085
4 H -1.05807 -2.29618 0.31433  C1 1.099
5 C 1.09521 1.72709 -1.21884  H7 1.081, H12 1.084, C14 1.556, H16 1.100
6 H -2.24376 0.17643 1.64131  C15 1.089
7 H 1.90151 2.44231 -1.29667  C5 1.081
8 H -1.24016 0.12933 0.09290  C15 1.090
9 H -1.53500 -2.15685 2.05402  C1 1.085
10 H -0.03104 -1.58442 1.37939  C1 1.085
11 H -2.81836 -0.74674 0.35200  C15 1.091
12 H 0.36205 1.60992 -2.00840  C5 1.084
13 H 2.06076 0.50036 0.22473  C14 1.086
14 C 1.82057 0.40611 -0.83015  H2 1.093, H3 1.085, C5 1.556, H13 1.086
15 C -1.88166 -0.40496 0.79438  C1 1.524, H6 1.089, H8 1.090, H11 1.091
16 H 0.54944 1.98932 -0.30095  C5 1.100

Löwdin population analysis, charges in e, atoms 1 to 2:
1 C -0.182
2 H 0.054



Entry b
A cluster of 2 separate species, C4H12 in total. Source: OMol25; level of theory: ωB97M-V/def2-TZVPD.

Output
E_LUMO = 0.0422 hartree
Charge = 0
Multiplicity = 1

Last columns: bonded neighbours and bond lengths (Å).
Atoms and positions in Å:
1 H 1.60104 1.89446 -0.20308  C8 1.090
2 C -0.13871 -2.18511 1.32527  H5 1.044, H11 1.086, C12 1.612, H13 1.115
3 C 0.21143 1.98714 -1.89024  H7 1.162, C8 1.547, H10 1.136, H16 0.967
4 H 0.47607 0.70016 -0.09081  C8 1.005
5 H -0.59938 -3.09433 1.09817  C2 1.044
6 H 1.57533 0.41520 -1.33891  C8 1.140
7 H -0.85351 1.62483 -1.59770  C3 1.162
8 C 0.98015 1.21774 -0.78949  H1 1.090, C3 1.547, H4 1.005, H6 1.140
9 H -0.95133 -0.10200 2.08592  C12 1.106
10 H 0.47201 1.40171 -2.82796  C3 1.136
11 H 0.58311 -2.00318 0.53473  C2 1.086
12 C -1.11282 -0.90017 1.33824  C2 1.612, H9 1.106, H14 0.997, H15 1.047
13 H 0.40559 -2.28180 2.29332  C2 1.115
14 H -0.95208 -0.40623 0.48719  C12 0.997
15 H -2.11742 -1.19425 1.36169  C12 1.047
16 H 0.42053 2.92584 -1.78634  C3 0.967

Löwdin population analysis, charges in e, atoms 1 to 2:
1 H 0.068
2 C -0.108



Entry c
A cluster of 2 separate species, C4H12 in total. Source: OMol25; level of theory: ωB97M-V/def2-TZVPD.

Output
E_LUMO = 0.0410 hartree
Charge = 0
Multiplicity = 1

Last columns: bonded neighbours and bond lengths (Å).
Atoms and positions in Å:
1 C 0.52067 -2.38428 1.48454  H3 1.104, C6 1.471, H10 1.089, H15 1.104
2 H 0.60852 1.32437 -1.41627  C5 1.224
3 H 0.69521 -2.39078 2.57479  C1 1.104
4 H -0.52085 3.28785 -1.00928  C13 1.086
5 C -0.60591 1.17417 -1.43217  H2 1.224, H7 1.062, H12 1.234, C13 1.579
6 C 1.28967 -1.24846 0.95298  C1 1.471, H8 1.095, H9 1.046, H16 1.154
7 H -0.71135 1.14634 -2.48890  C5 1.062
8 H 2.12880 -0.91972 1.57521  C6 1.095
9 H 0.59284 -0.47922 0.82087  C6 1.046
10 H 0.99427 -3.35472 1.34231  C1 1.089
11 H -1.61986 2.46096 0.08329  C13 1.117
12 H -1.09640 0.13782 -0.97491  C5 1.234
13 C -1.29178 2.52379 -0.98232  H4 1.086, C5 1.579, H11 1.117, H14 1.036
14 H -2.07926 2.66887 -1.63948  C13 1.036
15 H -0.55035 -2.43490 1.22174  C1 1.104
16 H 1.64574 -1.51209 -0.11241  C6 1.154

Löwdin population analysis, charges in e, atoms 1 to 2:
1 C -0.205
2 H 0.107



Entry d
A cluster of 2 separate species, C4H12 in total. Source: OMol25; level of theory: ωB97M-V/def2-TZVPD.

Output
E_LUMO = 0.0415 hartree
Charge = 0
Multiplicity = 1

Last columns: bonded neighbours and bond lengths (Å).
Atoms and positions in Å:
1 H -1.36813 0.90923 1.52856  C10 1.059
2 H -0.71381 0.22608 0.00591  C10 1.094
3 H 1.91830 0.85851 0.02772  C4 1.089
4 C 1.88362 0.34387 -0.93108  H3 1.089, H6 1.241, C9 1.542, H15 1.036
5 H -0.06047 -0.02786 -1.58265  C9 1.154
6 H 1.89466 -0.84166 -0.56276  C4 1.241
7 H -1.03084 -1.94191 1.43757  C8 1.036
8 C -1.69716 -1.17182 1.62824  H7 1.036, C10 1.526, H12 1.082, H16 1.050
9 C 0.69567 0.81883 -1.79155  C4 1.542, H5 1.154, H11 1.142, H13 1.149
10 C -0.98362 0.04650 1.05032  H1 1.059, H2 1.094, C8 1.526, H14 1.139
11 H 1.03715 0.87293 -2.87967  C9 1.142
12 H -2.38223 -1.22244 0.79290  C8 1.082
13 H 0.18686 1.72627 -1.30430  C9 1.149
14 H 0.06079 0.06256 1.50349  C10 1.139
15 H 2.75866 0.46459 -1.47158  C4 1.036
16 H -2.19946 -1.12367 2.54888  C8 1.050

Löwdin population analysis, charges in e, atoms 1 to 2:
1 H 0.049
2 H 0.014



Stability check: which of them is least stable? entry d.